1.
C6H8N2O | ωB97M-V with the def2-TZVPD basis set

Geometry as XYZ:
```
17
Properties=species:S:1:pos:R:3:forces:R:3:nbo_charge:R:1
C 1.7758 0.3538 0.9670 1.588 1.563 3.578 -0.654
C 1.2310 0.2182 -0.3416 -3.303 -0.120 -3.335 0.088
C 0.2392 -0.8748 -0.6198 -4.799 -0.167 -2.788 0.081
C -0.9129 -1.0204 0.2740 4.679 -0.408 4.143 -0.168
C -2.1863 -0.4552 -0.1394 -3.810 -2.703 1.920 -0.234
C 0.3462 1.4056 -0.8712 1.667 0.126 -1.495 0.072
H 1.3999 1.2989 1.6736 0.755 -2.686 -2.107 0.245
H 1.6506 -0.6221 1.4407 -0.087 0.337 0.722 0.221
H 2.8891 0.4389 0.8539 -0.781 0.276 0.307 0.234
H -0.4722 -1.0239 -1.5194 2.121 1.525 -0.671 0.138
H -0.4504 -1.4234 1.2496 -2.474 -0.046 -0.782 0.230
H -2.9842 -0.9336 0.6386 1.032 1.714 -2.492 0.219
H -2.3949 -0.2159 -1.1923 -0.209 -0.712 0.417 0.233
H 0.5230 2.2274 -1.6733 0.157 -1.445 1.658 0.219
N -1.3280 0.4278 0.4910 1.520 1.670 1.161 -0.252
N -0.8064 1.4085 -0.3615 -1.341 0.617 -0.387 -0.249
O 1.4806 -1.2099 -0.8701 3.285 0.459 0.151 -0.424
```
Forces are in eV/Å.

Properties
- SMILES = C[C@]12C=NN3C[C@H]3[C@@H]1O2
- multiplicity = 1

2.
C6H8N2O2 | ωB97M-V with the def2-TZVPD basis set

Geometry as XYZ:
```
18
Properties=species:S:1:pos:R:3:forces:R:3:nbo_charge:R:1
C -2.7156 0.3524 -0.3869 2.834 2.217 0.720 -0.450
C -3.1480 -0.3372 0.6449 -0.686 -1.170 1.538 -0.394
C 0.4880 1.1145 -0.1378 0.144 -1.032 0.451 0.650
C 0.0398 -0.2736 -0.2367 0.715 -1.381 -0.540 -0.426
C 0.9624 -1.2766 -0.2169 -0.163 0.805 -0.160 0.084
C 2.8165 0.2529 0.0841 0.894 -0.570 0.237 0.782
H -1.8359 1.1289 -0.1433 -2.931 -1.243 -0.741 0.250
H -2.7498 0.1225 -1.4537 -0.894 -0.065 0.332 0.207
H -2.8424 -0.2390 1.7164 0.033 0.818 -1.127 0.194
H -3.7943 -1.2032 0.6234 -0.336 -0.110 -0.713 0.182
H 2.1522 2.2248 0.1921 0.224 -0.685 0.010 0.436
H -1.0259 -0.4928 -0.3915 1.404 -0.105 0.400 0.276
H 0.7225 -2.3373 -0.2308 -0.185 0.273 -0.183 0.219
H 2.9827 -1.7515 -0.1694 0.593 -0.551 0.138 0.424
N 1.8664 1.2498 0.0610 -0.066 0.781 -0.162 -0.637
N 2.3172 -1.0200 -0.1647 -1.354 1.025 0.206 -0.600
O -0.2353 2.0858 -0.1161 0.362 0.516 -0.155 -0.590
O 3.9995 0.3996 0.3260 -0.590 0.476 -0.251 -0.607
```
Forces are in eV/Å.

Properties
- SMILES = O=c1cc[nH]c(=O)[nH]1.C=C
- multiplicity = 1

3.
C6H8N2O2 | ωB97M-V with the def2-TZVPD basis set

Geometry as XYZ:
```
18
Properties=species:S:1:pos:R:3:forces:R:3:nbo_charge:R:1
C 0.7970 -1.6364 -0.1361 1.638 0.718 1.423 -0.342
C 0.9200 -0.6892 0.8244 0.212 0.041 -0.522 0.304
C 0.0638 -1.3045 -1.3243 0.305 4.721 -0.759 0.329
C 0.0986 -0.0013 -1.8921 -0.675 -2.746 0.725 -0.533
C -1.4148 1.7715 0.7796 1.368 -0.532 0.788 -0.068
C -0.0768 0.3816 0.8309 -1.827 0.694 1.133 0.326
N -1.3687 0.3103 0.6840 0.533 -0.322 0.157 -0.437
N 0.0439 1.7355 1.2208 -2.307 -2.406 0.940 -0.639
O 1.9197 -0.5862 1.7482 0.031 -2.908 -1.781 -0.650
O -0.7098 -2.2604 -1.7823 -1.218 -2.852 -0.313 -0.655
H 1.3999 -2.5429 -0.1650 0.083 0.174 0.243 0.225
H 0.6363 0.8385 -1.3935 -0.211 -1.118 -0.770 0.192
H -0.6580 0.2395 -2.6698 0.809 -0.186 0.542 0.211
H -1.5247 2.1963 -0.2118 -0.208 0.376 -0.028 0.197
H -2.0277 2.1754 1.5762 -0.418 0.152 -0.243 0.197
H -0.6963 -3.0630 -1.1703 0.012 1.760 -1.208 0.490
H 0.7265 2.2556 0.8239 2.482 2.330 -1.700 0.362
H 1.8713 0.1795 2.2571 -0.609 2.101 1.374 0.490
```
Forces are in eV/Å.

Properties
- multiplicity = 1

4.
C6H8N2O2 | ωB97M-V with the def2-TZVPD basis set

Geometry as XYZ:
```
18
Properties=species:S:1:pos:R:3:forces:R:3:nbo_charge:R:1
C 2.6575 -0.8650 0.2491 -0.428 0.975 -0.700 0.277
C -1.7945 0.2049 0.4136 0.768 -0.479 2.115 -0.424
C -0.6695 0.8870 -0.3382 -2.177 1.683 -2.294 -0.460
C -1.6172 -1.2745 -0.0071 -0.523 0.758 -0.375 -0.081
C 0.3181 -0.2083 -0.5585 1.033 -0.496 0.872 0.108
C 1.5792 0.1672 0.2704 0.326 -2.014 1.552 -0.257
N 3.5356 -1.5944 0.3326 0.150 -0.292 -0.024 -0.281
N 2.0158 1.3910 -0.3445 1.558 2.542 -1.062 0.152
O 2.1985 2.4063 0.2953 -0.543 -2.196 -0.043 -0.234
O -0.2021 -1.4363 -0.1181 -0.631 -0.727 1.092 -0.509
H -1.5684 0.4584 1.5008 -0.826 -1.154 -0.920 0.209
H -2.8020 0.4791 0.1694 -0.346 0.735 -0.096 0.222
H -1.2211 1.2972 -1.2328 1.231 -0.726 0.051 0.230
H -0.1800 1.8007 0.0230 -0.632 -0.444 0.714 0.228
H -2.2494 -1.9978 0.5176 1.277 -0.147 1.239 0.212
H -2.0565 -1.5112 -0.9784 0.087 0.921 -0.731 0.165
H 0.6431 -0.3771 -1.5460 0.390 0.305 -1.455 0.202
H 1.4129 0.1729 1.3521 -0.716 0.757 0.064 0.242
```
Forces are in eV/Å.

Properties
- SMILES = N#C[C@@H](N=O)[C@@H]1CCCO1
- multiplicity = 1

no.,electronic energy (eV)
1,-11370.8206
2,-13426.0267
3,-13423.0922
4,-13422.4204